No. 1
Computed, not measured: C53H74As3KN4OTe as an isolated structure, with wB97M-V/def2-TZVPD.

Output
Energy relative to the best compared isomer or geometry (same formula, charge and spin) (kcal/mol): 0.0
HOMO-LUMO gap (spin up / spin down) (eV): 6.19 / 6.19
2S+1: 2
Total charge: -1
LUMO energy (spin up / spin down) (eV): 2.173 / 2.173

Positions of all 137 atoms, in Å:
K1 -0.6029 0.0845 -0.3010
C1 -0.0773 -3.3544 3.8054
As1 -0.2895 -1.7283 2.7210
C2 -1.9998 -2.2669 1.9170
C3 -1.0687 -0.4863 4.0493
C4 -0.1049 0.4683 4.7809
C5 -0.9077 1.1927 5.8726
C6 0.4171 1.5996 3.8650
As2 1.4703 1.3023 2.2058
C7 1.8550 3.2081 1.9525
C8 3.2308 0.8476 2.9568
C9 1.0956 -0.2804 5.3778
As3 1.0716 -1.4690 6.9676
C10 0.9413 -0.1114 8.3883
C11 -0.7486 -2.1890 7.1686
H1 -1.0032 -3.5862 4.3338
H2 0.7432 -3.2544 4.5173
H3 0.1574 -4.1721 3.1243
H4 -2.6540 -2.6714 2.6913
H5 -1.8037 -3.0306 1.1632
H6 -2.5074 -1.4105 1.4684
H7 -1.6164 -1.0866 4.7814
H8 -1.8144 0.0974 3.4962
H9 -1.7273 1.7487 5.4131
H10 -0.2788 1.9021 6.4171
H11 -1.3416 0.4982 6.5902
H12 0.9956 2.2915 4.4893
H13 -0.4519 2.1568 3.5007
H14 2.3130 3.6442 2.8423
H15 0.9283 3.7354 1.7273
H16 2.5194 3.3115 1.0949
H17 3.4621 1.4566 3.8324
H18 3.9740 1.0380 2.1811
H19 3.2734 -0.2065 3.2220
H20 1.8616 0.4469 5.6740
H21 1.5629 -0.8796 4.5916
H22 1.8235 0.5272 8.3412
H23 0.9397 -0.6196 9.3526
H24 0.0469 0.5039 8.3045
H25 -0.9255 -2.9577 6.4211
H26 -1.5379 -1.4437 7.1167
H27 -0.7743 -2.6604 8.1527
C12 5.1205 -0.0334 -2.1594
C13 5.2232 -1.0266 -3.2821
C14 6.2499 -0.9187 -4.2167
C15 6.3974 -1.8229 -5.2564
C16 5.4995 -2.8717 -5.3840
C17 4.4560 -2.9875 -4.4819
C18 4.3083 -2.0800 -3.4336
N1 3.2559 -2.2672 -2.5106
C19 2.2172 -1.3509 -2.2754
N2 2.2735 -0.2686 -3.0836
C20 1.7619 1.0715 -2.9747
C21 1.2706 1.5617 -1.7641
C22 0.8729 2.9090 -1.8408
C23 0.9754 3.6967 -2.9830
C24 1.4783 3.1385 -4.1492
C25 1.8764 1.8083 -4.1685
C26 2.4053 1.2041 -5.4464
N3 1.3065 -1.5991 -1.3971
C27 1.3623 -2.8157 -0.7009
C28 0.4090 -3.7927 -1.0042
C29 0.3668 -4.9957 -0.3162
C30 1.2781 -5.2391 0.7000
C31 2.2092 -4.2623 1.0248
C32 2.2672 -3.0480 0.3494
C33 3.2608 -1.9987 0.7494
H28 6.1101 0.3378 -1.8928
H29 4.6575 -0.4743 -1.2783
H30 4.4978 0.8197 -2.4388
H31 6.9592 -0.1062 -4.1086
H32 7.2119 -1.7112 -5.9603
H33 5.5987 -3.5878 -6.1894
H34 3.7278 -3.7840 -4.5803
H35 3.0121 -3.2267 -2.3158
H36 2.8963 -0.4003 -3.8625
H37 0.4499 3.3856 -0.9544
H38 0.6609 4.7359 -2.9718
H39 1.5583 3.7290 -5.0566
H40 2.3604 1.9317 -6.2571
H41 1.8251 0.3274 -5.7496
H42 3.4524 0.8848 -5.3663
H43 -0.3045 -3.5789 -1.7913
H44 -0.3822 -5.7348 -0.5719
H45 1.2541 -6.1715 1.2503
H46 2.9032 -4.4338 1.8409
H47 3.5146 -2.0975 1.8052
H48 2.8560 -0.9997 0.5732
H49 4.1828 -2.0941 0.1702
C34 -1.9885 2.7392 1.1259
C35 -2.9207 1.5198 0.9115
O1 -3.4697 1.0165 1.9263
N4 -2.9447 1.1537 -0.3373
Te1 -4.3216 -0.6052 -0.9901
C36 -6.0945 -1.8876 -0.9765
C37 -6.6231 -2.2803 0.2568
C38 -6.1072 -1.7972 1.5923
C39 -7.7155 -3.1525 0.2852
C40 -8.3020 -3.6365 -0.8689
C41 -9.4742 -4.5795 -0.8165
C42 -7.7729 -3.2291 -2.0900
C43 -6.6850 -2.3702 -2.1594
C44 -6.1680 -1.9667 -3.5145
C45 -5.3135 0.9346 -2.0342
C46 -4.8309 1.3708 -3.2710
C47 -3.5727 0.8373 -3.8987
C48 -5.5106 2.3947 -3.9326
C49 -6.6379 2.9931 -3.3964
C50 -7.3613 4.0929 -4.1265
C51 -7.0733 2.5701 -2.1463
C52 -6.4216 1.5624 -1.4469
C53 -6.8962 1.2038 -0.0648
H50 -2.1719 3.1242 2.1297
H51 -2.1687 3.5177 0.3853
H52 -0.9245 2.4819 1.0475
H53 -5.3243 -1.0425 1.5262
H54 -5.7177 -2.6400 2.1696
H55 -6.9285 -1.3666 2.1707
H56 -8.1194 -3.4473 1.2499
H57 -9.8218 -4.7169 0.2074
H58 -9.2091 -5.5612 -1.2155
H59 -10.3101 -4.2029 -1.4095
H60 -8.2171 -3.5951 -3.0112
H61 -6.5936 -2.5974 -4.2963
H62 -5.0796 -2.0418 -3.5572
H63 -6.4182 -0.9276 -3.7375
H64 -3.4614 -0.2355 -3.7443
H65 -2.6994 1.3169 -3.4478
H66 -3.5566 1.0442 -4.9692
H67 -5.1377 2.7304 -4.8949
H68 -6.9361 4.2526 -5.1173
H69 -7.2990 5.0357 -3.5789
H70 -8.4203 3.8560 -4.2470
H71 -7.9346 3.0507 -1.6922
H72 -7.5922 1.9574 0.3051
H73 -6.0503 1.1364 0.6245
H74 -7.4037 0.2365 -0.0518

No. 2
Computed, not measured: a 15-piece molecular cluster, C53H86N4O11 overall, with wB97M-V/def2-TZVPD.

Output
Energy relative to the best compared isomer or geometry (same formula, charge and spin) (kcal/mol): 0.0
HOMO-LUMO gap (eV): 8.94
2S+1: 1
LUMO energy (eV): -0.092

Positions of all 154 atoms, in Å:
N1 1.0143 -4.6526 4.1267
C1 -0.1789 -5.1043 3.6362
C2 -0.3763 -5.4733 2.2921
C3 0.7647 -5.4860 1.4477
C4 1.9872 -5.0997 1.9812
C5 2.0958 -4.6666 3.3031
H1 -0.9969 -5.1095 4.3413
H2 -1.3136 -5.8980 1.9644
H3 0.6921 -5.7548 0.4042
H4 2.9224 -5.1456 1.4428
H5 3.0619 -4.5877 3.7794
N2 -4.0029 -1.7643 -7.1896
C6 -3.6682 -2.6808 -6.2464
C7 -2.5390 -2.6638 -5.4740
C8 -1.6397 -1.6032 -5.6644
C9 -1.8685 -0.7581 -6.7550
C10 -3.0435 -0.8539 -7.4517
H6 -4.4554 -3.4082 -6.1137
H7 -2.3993 -3.4016 -4.6978
H8 -0.8173 -1.4336 -4.9852
H9 -1.0875 -0.0615 -7.0219
H10 -3.2753 -0.1001 -8.1896
N3 -4.4238 7.4612 0.5850
C11 -4.0042 6.2187 0.7727
C12 -3.0884 5.6085 -0.0006
C13 -2.4720 6.3703 -1.0548
C14 -2.8730 7.6794 -1.2629
C15 -3.8947 8.2051 -0.4652
H11 -4.5153 5.6052 1.4999
H12 -2.9988 4.5357 0.0850
H13 -1.8106 5.8987 -1.7665
H14 -2.5127 8.2861 -2.0805
H15 -4.2803 9.2105 -0.5486
N4 -3.3888 -4.0036 -0.3643
C16 -3.9600 -5.2203 -0.0848
C17 -5.3369 -5.2992 0.1062
C18 -6.1928 -4.1627 -0.0092
C19 -5.5976 -2.9602 -0.3691
C20 -4.2044 -2.9097 -0.5809
H16 -3.3962 -6.1415 -0.0777
H17 -5.7448 -6.2776 0.3128
H18 -7.2468 -4.2619 0.2044
H19 -6.2940 -2.1539 -0.5460
H20 -3.6569 -1.9934 -0.7454
C21 1.7768 -3.4660 -3.2286
C22 1.0312 -4.6747 -2.6711
O1 1.6616 -5.6328 -2.2667
C23 -0.4786 -4.5212 -2.5521
H21 2.8200 -3.7468 -3.0842
H22 1.4157 -2.6552 -2.5959
H23 1.8373 -3.2322 -4.2916
H24 -0.6950 -3.4532 -2.5740
H25 -0.8311 -4.9630 -1.6200
H26 -0.9569 -4.9521 -3.4316
C24 2.5343 3.9846 -2.4290
C25 1.7477 3.3386 -1.2566
O2 2.1566 2.3360 -0.7421
C26 0.6417 4.0993 -0.6218
H27 1.8467 4.5613 -3.0476
H28 2.8028 3.1361 -3.0584
H29 3.3722 4.5967 -2.0952
H30 1.0164 5.0463 -0.2334
H31 0.2831 3.4985 0.2139
H32 -0.2330 4.2424 -1.2563
C27 0.3895 1.9161 -4.2794
C28 1.6895 1.1060 -4.6549
O3 2.3222 1.2439 -5.6589
C29 2.1146 0.0887 -3.5492
H33 0.2445 1.7946 -3.2059
H34 -0.4719 1.5611 -4.8452
H35 0.4066 2.9982 -4.4091
H36 2.0797 -0.9018 -4.0029
H37 1.4264 0.0416 -2.7053
H38 3.0957 0.0852 -3.0743
C30 3.0020 3.5440 3.7373
C31 3.0930 4.9105 3.0693
O4 2.9305 5.9581 3.7135
C32 3.4917 5.0097 1.5781
H39 2.0010 3.1158 3.7896
H40 3.3695 3.6699 4.7558
H41 3.6827 2.9198 3.1584
H42 3.2731 4.0509 1.1080
H43 4.5249 5.3536 1.5289
H44 2.7747 5.7231 1.1718
C33 -0.8350 4.4386 3.4766
C34 -1.6167 3.2688 4.0467
O5 -1.1613 2.1332 4.0507
C35 -2.9278 3.5414 4.7928
H45 -1.2763 4.8311 2.5604
H46 0.1318 3.9964 3.2360
H47 -0.7600 5.2839 4.1606
H48 -3.6696 2.7883 4.5271
H49 -3.2926 4.4324 4.2819
H50 -2.8433 3.6343 5.8756
C36 4.1602 0.7668 0.8406
C37 5.6021 1.2894 0.8857
O6 6.0955 2.0610 1.6925
C38 6.4532 0.9638 -0.3839
H51 3.5748 1.3372 1.5617
H52 4.3124 -0.2623 1.1662
H53 3.6347 0.8071 -0.1136
H54 6.8519 -0.0475 -0.3033
H55 7.3666 1.5546 -0.3137
H56 5.8632 1.1757 -1.2756
C39 -3.4063 -2.3993 3.2264
C40 -2.5713 -1.6597 4.2947
O7 -1.4506 -1.9852 4.6906
C41 -3.3336 -0.6049 5.0852
H57 -4.3385 -1.8619 3.0521
H58 -3.5904 -3.3267 3.7688
H59 -2.9642 -2.5144 2.2367
H60 -4.3235 -0.9022 5.4314
H61 -3.3246 0.3232 4.5138
H62 -2.8238 -0.2732 5.9898
C42 -5.1189 1.4852 -1.7186
C43 -3.6443 1.5148 -2.2760
O8 -3.1021 2.6203 -2.3465
C44 -2.9956 0.2525 -2.9137
H63 -5.2723 2.4508 -1.2367
H64 -5.0266 0.7737 -0.8980
H65 -5.8992 1.2072 -2.4272
H66 -2.7961 0.2710 -3.9851
H67 -3.7090 -0.5634 -2.7980
H68 -2.1051 0.0841 -2.3080
C45 -0.1276 -2.0729 0.9338
C46 -0.0086 -0.7447 0.1689
O9 0.1298 -0.7069 -1.0943
C47 0.0645 0.5543 1.0440
H69 -0.9654 -2.6292 0.5132
H70 -0.4088 -1.8911 1.9711
H71 0.7517 -2.7163 0.9021
H72 1.1206 0.6109 1.3077
H73 -0.4378 0.5166 2.0106
H74 -0.3572 1.2522 0.3207
C48 1.8601 -1.2169 6.3962
C49 2.6162 -1.0499 5.0237
O10 3.7998 -1.2776 4.8572
C50 1.7604 -0.8885 3.7466
H75 1.8604 -0.2803 6.9538
H76 2.1129 -2.0848 7.0054
H77 0.8737 -1.1283 5.9410
H78 1.5940 0.1732 3.5645
H79 0.7577 -1.2994 3.8643
H80 2.2426 -1.3492 2.8845
C51 4.6912 -2.8620 -1.4073
C52 6.2229 -2.8245 -1.4103
O11 6.9722 -2.4693 -0.5141
C53 6.8193 -3.3352 -2.6729
H81 4.3762 -3.8806 -1.6334
H82 4.2920 -2.1974 -2.1735
H83 4.3178 -2.5504 -0.4318
H84 6.5025 -2.6079 -3.4205
H85 6.6196 -4.3098 -3.1184
H86 7.9070 -3.3401 -2.6019

No. 3
Computed, not measured: a 14-piece molecular cluster, C54H100O22 overall, with wB97M-V/def2-TZVPD.

Output
HOMO-LUMO gap (eV): 9.45
2S+1: 1
LUMO energy (eV): 0.435

Positions of all 176 atoms, in Å:
C1 7.1505 4.1710 0.2076
O1 6.1392 3.3091 -0.2931
C2 4.8950 3.6090 0.0829
O2 4.5440 4.6195 0.6418
O3 4.1127 2.6018 -0.2634
C3 2.6890 2.7357 -0.2482
H1 7.3724 3.9304 1.2520
H2 6.8329 5.2111 0.1836
H3 8.0378 3.9929 -0.3891
H4 2.3476 3.7653 -0.2560
H5 2.2969 2.1725 0.6000
H6 2.3730 2.1748 -1.1269
C4 0.9749 -0.9123 4.1320
O4 1.1246 -0.2174 5.3773
C5 -0.0288 0.0540 5.9763
O5 -1.1218 -0.2132 5.5459
O6 0.2311 0.6666 7.1325
C6 -0.9161 1.1735 7.8120
H7 0.3608 -0.3119 3.4599
H8 0.5059 -1.8795 4.3002
H9 1.9621 -1.0596 3.7177
H10 -1.7247 0.4461 7.8393
H11 -1.2397 2.0928 7.3263
H12 -0.6208 1.3734 8.8381
C7 -4.7952 0.8007 3.2527
C8 -3.5012 1.5421 3.6092
C9 -3.4540 2.5331 2.4493
O7 -3.9887 1.8620 1.3103
C10 -4.7167 0.7026 1.7324
H13 -5.6748 1.3667 3.5630
H14 -4.8941 -0.1931 3.6995
H15 -2.6505 0.8666 3.6673
H16 -3.6411 2.0872 4.5427
H17 -2.4607 2.9056 2.1879
H18 -4.0538 3.4223 2.6807
H19 -4.1675 -0.1871 1.3976
H20 -5.6968 0.7136 1.2526
C11 2.2134 3.9587 3.3172
C12 1.7219 2.5499 3.6252
C13 0.2195 2.7338 3.7227
O8 -0.0792 3.7107 2.7256
C14 0.9961 4.6666 2.7278
H21 3.1647 3.9812 2.7865
H22 2.5021 4.4304 4.2670
H23 2.1382 2.0577 4.5042
H24 1.9341 1.8667 2.7954
H25 -0.1195 3.1065 4.7019
H26 -0.3736 1.8427 3.5079
H27 0.6682 5.5029 3.3547
H28 1.1348 5.0469 1.7162
C15 -5.3810 -2.3795 -3.1336
C16 -4.7089 -1.9194 -1.8575
C17 -5.8982 -1.4154 -1.0203
O9 -6.9804 -2.2639 -1.3841
C18 -6.6456 -3.0188 -2.5472
H29 -4.7655 -3.1258 -3.6378
H30 -5.6281 -1.5619 -3.8085
H31 -3.9244 -1.1749 -2.0320
H32 -4.1769 -2.7103 -1.3244
H33 -6.0704 -0.3616 -1.2547
H34 -5.6657 -1.5949 0.0288
H35 -7.4533 -3.0568 -3.2801
H36 -6.4305 -4.0436 -2.2208
C19 5.3124 -1.4996 4.9727
C20 4.8029 -1.9418 3.5875
C21 4.6045 -0.6279 2.8518
O10 4.2179 0.3062 3.8577
C22 5.0010 0.0199 5.0044
H37 6.3828 -1.6662 5.0813
H38 4.8143 -1.9806 5.8131
H39 3.8670 -2.4921 3.6931
H40 5.5137 -2.6001 3.0859
H41 3.8134 -0.6421 2.0990
H42 5.5169 -0.2415 2.3728
H43 4.5032 0.3780 5.9026
H44 5.9511 0.5755 4.9382
C23 -0.7523 0.6757 0.8226
C24 -1.5144 0.6139 -0.4868
C25 -0.3717 0.5440 -1.5418
O11 0.7829 0.1286 -0.8170
C26 0.4726 -0.1817 0.5338
H45 -1.3524 0.3762 1.6865
H46 -0.4360 1.7022 1.0431
H47 -2.2536 1.3863 -0.6873
H48 -2.0707 -0.3298 -0.5409
H49 -0.2101 1.5429 -1.9548
H50 -0.6360 -0.1785 -2.3155
H51 1.2875 0.2153 1.1501
H52 0.3000 -1.2509 0.6886
C27 -4.5897 1.9311 -2.8686
C28 -5.1955 3.2828 -3.2248
C29 -3.9808 4.2218 -3.3382
O12 -2.8181 3.4134 -3.1216
C30 -3.1848 2.0635 -3.4286
H53 -5.0979 1.0531 -3.2766
H54 -4.5684 1.7473 -1.7904
H55 -5.9396 3.6351 -2.5084
H56 -5.7485 3.2417 -4.1688
H57 -3.9840 4.9709 -2.5451
H58 -3.9140 4.7329 -4.3029
H59 -2.4832 1.3832 -2.9611
H60 -3.1649 2.0079 -4.5240
C31 2.5090 -4.7979 0.7228
C32 1.1900 -5.2757 1.3218
C33 1.1548 -4.4645 2.6137
O13 1.7179 -3.1917 2.2619
C34 2.4850 -3.3069 1.0709
H61 2.5744 -4.9656 -0.3531
H62 3.3563 -5.3157 1.1764
H63 1.1684 -6.3476 1.5222
H64 0.3640 -5.0194 0.6568
H65 1.8249 -4.9420 3.3365
H66 0.1587 -4.2930 3.0139
H67 3.4979 -2.9353 1.2566
H68 2.0761 -2.7027 0.2576
C35 1.5997 2.7592 -5.9726
C36 1.0799 2.6594 -4.5486
C37 0.1039 3.8315 -4.4896
O14 0.7476 4.8594 -5.2298
C38 1.4930 4.2658 -6.2943
H69 0.9599 2.2240 -6.6767
H70 2.6133 2.3789 -6.1021
H71 1.8856 2.8272 -3.8327
H72 0.6235 1.6955 -4.3188
H73 -0.0732 4.2030 -3.4825
H74 -0.8715 3.5752 -4.9259
H75 2.4205 4.8211 -6.4108
H76 0.8956 4.3884 -7.2075
O15 3.3576 0.4412 -3.3495
C39 4.0568 0.1269 -2.4332
O16 5.4031 0.2902 -2.4577
C40 6.0009 -0.2834 -1.2746
C41 4.9383 -1.2559 -0.7570
C42 3.6762 -0.5082 -1.1267
H77 6.2534 0.5233 -0.5845
H78 6.9168 -0.7661 -1.6109
H79 4.9828 -1.5119 0.3001
H80 5.0707 -2.2009 -1.2895
H81 3.2892 0.1534 -0.3551
H82 2.8125 -1.1614 -1.2661
O17 -2.4801 -2.5452 0.5981
C43 -2.9082 -2.6925 1.7055
O18 -4.0516 -3.3775 1.9396
C44 -4.4652 -3.1972 3.2968
C45 -3.1613 -2.9532 4.0576
C46 -2.3068 -2.2399 3.0157
H83 -4.9905 -4.0760 3.6624
H84 -5.1638 -2.3607 3.3862
H85 -2.7829 -3.9294 4.3719
H86 -3.2249 -2.3872 4.9881
H87 -1.2603 -2.5154 3.1234
H88 -2.3499 -1.1531 3.0890
O19 2.3705 -3.6202 -3.6539
C47 1.3301 -3.7232 -3.0715
O20 1.0517 -2.9916 -1.9872
C48 -0.2948 -3.1400 -1.5036
C49 -0.7764 -4.4151 -2.2125
C50 0.1171 -4.5558 -3.4502
H89 -0.8589 -2.2676 -1.8385
H90 -0.3771 -3.1677 -0.4222
H91 -1.8422 -4.3662 -2.4281
H92 -0.6196 -5.2692 -1.5464
H93 -0.4062 -4.0841 -4.2793
H94 0.3503 -5.5998 -3.6258
O21 -2.4150 -0.7599 -4.3280
C51 -1.4595 -0.7856 -5.0471
O22 -0.4860 -1.6993 -4.8403
C52 0.5845 -1.5782 -5.7919
C53 0.0511 -0.6723 -6.9153
C54 -1.1658 0.0160 -6.2907
H95 0.8407 -2.5653 -6.1747
H96 1.4781 -1.2040 -5.2910
H97 -0.2528 -1.2807 -7.7647
H98 0.7996 0.0455 -7.2402
H99 -2.0473 -0.0008 -6.9301
H100 -1.0121 1.0622 -6.0174

Q: Which value of 2S+1 does entry 2 give?
A: 1

Q: Look up the 2S+1 of the first one.
A: 2

Q: Look up the 2S+1 of the third one.
A: 1

Q: The highest 2S+1 belongs to which entry?
A: C53H74As3KN4OTe